Record 1
11
Properties=species:S:1:pos:R:3 method="wB97M-V/def2-TZVPD" s_squared=0.75 multiplicity=2 total_energy_ha=-593.46243 homo_energy_ha="-0.0742 / -0.0739" total_charge=-1 lumo_ev="-0.19 / -0.27"
O -1.68098 -1.60193 3.46987
C -1.83701 -0.71688 4.32372
O -0.86306 0.30950 4.00979
C -0.57108 1.39197 4.86125
O -1.25594 1.53902 5.88041
O 0.38959 2.06755 4.45465
Li -0.35678 -0.62997 2.35718
C 0.19271 -1.86113 -0.20200
O 0.52116 -1.92436 -1.38168
O 0.13476 -0.83766 0.52343
Cs 1.05312 0.48605 -3.86531

Record 2
18
Properties=species:S:1:pos:R:3 method="wB97M-V/def2-TZVPD" total_energy_ha=-1970.92836 homo_energy_ha=-0.2531 smiles="O=C(F)N(C(=O)F)S(=O)(=O)N=[S@](=O)([O-])C(F)(F)F" total_charge=-1 lumo_ev=2.18
O -1.64143 1.99144 -0.40736
C -1.73484 0.84348 -0.91849
F -3.03365 0.39454 -1.25727
N -0.47420 0.09995 -1.13222
C -0.03075 0.11744 -2.53883
O -0.81292 -0.05780 -3.48802
F 1.37159 0.36808 -2.74123
S -0.48400 -1.50086 -0.44441
O -1.85500 -2.05846 -0.17393
O 0.15454 -2.40249 -1.50227
N 0.45942 -1.67722 0.97740
S 0.36609 -0.30680 1.99324
O 0.72309 -0.79457 3.39690
O -0.99260 0.33555 2.09620
C 1.73750 0.93683 1.57654
F 2.04191 0.96019 0.18817
F 2.90943 0.55218 2.31110
F 1.29582 2.19851 2.06447

Record 3
15
Properties=species:S:1:pos:R:3 method="wB97M-V/def2-TZVPD" total_energy_ha=-199.74285 homo_energy_ha="-0.3302 / -0.3264" relative_energy_ev=5.2337 lumo_ev="-0.85 / 0.07"
B 1.01194 0.87509 -0.04771
C 2.03424 -0.24822 -0.36691
C -0.95713 -1.80762 0.22565
C -1.62419 1.19432 0.20040
N -0.31541 0.81700 -0.09996
H 1.81320 1.75685 0.13785
H 2.82831 0.09661 -0.97089
H 1.50480 -1.00156 -0.90920
H 2.23554 -0.76189 0.58654
H -0.80311 -1.07279 1.02577
H -1.64355 -1.42751 -0.50422
H -0.19064 -2.49402 -0.10118
H -1.83897 0.58375 1.10085
H -1.67905 2.36723 0.35237
H -2.37600 1.12276 -0.62933

Record 4
17
Properties=species:S:1:pos:R:3 method="wB97M-V/def2-TZVPD" total_energy_ha=-1384.69038 homo_energy_ha=-0.4656 relative_energy_ev=2.2036 total_charge=+1 lumo_ev=-3.74
C -0.61173 0.51195 1.47279
C -0.70430 -1.54023 -0.12608
C -1.74828 0.67988 -0.62982
N -0.68061 -0.08629 0.02459
Si 3.73888 0.50856 -0.64861
Cl 4.89474 2.12545 -0.95089
Cl 5.04957 -1.00269 -1.13843
H -0.35000 1.50387 1.65090
H -1.58110 0.50740 2.09117
H 0.21001 -0.07940 1.90866
H -1.72031 -1.98254 -0.12914
H -0.55909 -1.65692 -1.29546
H -0.01009 -2.12163 0.44539
H -1.64834 0.53044 -1.79950
H -1.72516 1.70245 -0.27317
H 0.21276 0.13177 -0.43807
H -2.76695 0.26793 -0.16433

Record 5
19
Properties=species:S:1:pos:R:3 method="wB97M-V/def2-TZVPD" total_energy_ha=-2186.28796 homo_energy_ha=-0.5156 relative_energy_ev=0.0000 total_charge=+1 lumo_ev=-4.36
C 1.92835 0.96575 1.12332
C 0.47427 0.68681 -1.85136
C 0.86413 -1.81862 0.19542
N -1.03117 0.35199 0.61613
Si 0.66716 0.01346 -0.07766
P -2.54926 0.06214 0.21676
Cl -3.21531 1.29754 -1.14465
Cl -3.72971 0.12129 1.83512
Cl -2.64964 -1.75312 -0.60036
H 2.44228 0.16083 1.59890
H 2.53332 1.59431 0.40392
H 1.34088 1.58782 1.80818
H 1.34164 1.18919 -2.23986
H 0.16397 -0.16638 -2.44717
H -0.27191 1.40005 -2.01844
H 0.56272 -2.31776 -0.63717
H 1.77523 -2.21632 0.29962
H 0.29641 -2.06392 1.03174
H -0.94336 0.90493 1.88754

Record 6
16
Properties=species:S:1:pos:R:3 method="wB97M-V/def2-TZVPD" total_energy_ha=-329.34351 homo_energy_ha=-0.4720 relative_energy_ev=2.2819 total_charge=+1 lumo_ev=-3.50
C -0.37486 0.89621 -0.38377
C -1.48232 0.36080 0.37212
C 1.32042 -0.13811 0.07694
N 2.58490 0.37580 -0.20035
N -1.57205 -1.13759 0.03703
F 1.20312 -1.30887 -0.56701
H -0.35501 0.86494 -1.49768
H 0.02378 1.79610 0.06588
H -1.22240 0.53120 1.37696
H -2.44964 1.00750 0.19705
H 1.27882 -0.46779 1.11063
H 2.85997 1.16579 0.29871
H 2.83888 0.39768 -1.18303
H -0.61197 -1.39878 0.11064
H -2.16328 -1.48717 -0.71858
H -1.87838 -1.45771 0.90448

Record 7
16
Properties=species:S:1:pos:R:3 method="wB97M-V/def2-TZVPD" total_energy_ha=-615.95912 homo_energy_ha=-0.5085 relative_energy_ev=1.8954 total_charge=+1 lumo_ev=-4.15
C 0.86854 1.58094 -0.36547
C -1.92244 0.05736 -1.73600
C 0.01872 -1.09769 1.18292
N 1.48761 -1.19580 1.40212
F 0.93928 -0.99716 -1.17399
P -0.00225 -0.03405 -0.35268
H 1.00671 1.82070 -1.32326
H 0.27349 2.43150 0.20149
H -2.77046 -0.22776 -1.25645
H -1.88466 1.04736 -2.13466
H -1.56743 -0.50071 -2.48392
H -0.46024 -2.10229 0.76071
H -0.38299 -0.57184 2.12994
H 1.90988 -2.09930 1.41635
H 1.69013 1.48433 0.19033
H 1.80269 -0.54955 2.09684

Record 8
16
Properties=species:S:1:pos:R:3 method="wB97M-V/def2-TZVPD" total_energy_ha=-527.20475 homo_energy_ha=-0.4837 relative_energy_ev=1.4249 total_charge=+1 lumo_ev=-4.59
C 0.13345 -0.67410 1.21002
C -1.52592 0.31946 -1.83775
C 0.82517 0.02601 0.11059
N 1.50243 -0.78826 -0.64428
N 0.38895 -2.11539 1.21541
I -0.05902 1.54589 -2.83127
H 0.49055 -0.21069 2.14589
H -0.98373 -0.53517 0.98583
H -1.72114 0.64962 -0.73437
H -1.21720 -0.72341 -1.57008
H 0.87772 1.11683 0.02944
H 2.10308 -0.34829 -1.38549
H -0.24989 -2.62469 1.88012
H 1.13310 -1.82809 -0.36311
H -2.45758 0.22833 -2.48999
H 1.29308 -2.21764 1.55577

Record 9
14
Properties=species:S:1:pos:R:3 method="wB97M-V/def2-TZVPD" total_energy_ha=-174.71641 homo_energy_ha=-0.5091 relative_energy_ev=2.5893 total_charge=+1 lumo_ev=-4.10
N 0.72954 0.90007 -1.91638
H 0.45872 1.16537 -2.88787
H 1.31114 0.00825 -1.67035
H 1.03966 1.74844 -1.51631
H -0.17044 0.77770 -1.42685
C -1.33860 -1.17872 1.26351
C 0.08003 -0.75529 0.66731
C 0.54328 0.52195 0.82350
H -1.69942 -0.31137 1.89515
H -1.96171 -1.38336 0.51281
H -1.18802 -2.05106 1.91770
H 0.74618 -1.57705 0.64926
H 1.61372 0.89471 1.00336
H -0.16408 1.24036 0.68515

Record 10
15
Properties=species:S:1:pos:R:3 method="wB97M-V/def2-TZVPD" total_energy_ha=-229.70902 homo_energy_ha=-0.3383 relative_energy_ev=2.7275 smiles="C=N.CCN" lumo_ev=1.12
C -1.72103 -3.11616 -2.09892
N -1.74073 -2.00708 -1.38845
H -0.86520 -3.74945 -1.83037
H -2.56788 -3.42878 -2.99870
H -2.59813 -1.54462 -1.41097
C 2.35258 1.31749 1.01515
C 0.83999 1.06306 1.11113
N -0.03643 2.31647 1.20576
H 2.51853 2.36486 0.55304
H 2.72646 1.38399 2.13483
H 2.78745 0.44692 0.34406
H 0.46424 0.53857 0.29058
H 0.74565 0.33614 1.93296
H 0.49999 3.02958 1.81655
H -0.10021 2.87071 0.28279

Record 11
15
Properties=species:S:1:pos:R:3 method="wB97M-V/def2-TZVPD" total_energy_ha=-229.72462 homo_energy_ha=-0.3212 relative_energy_ev=2.3029 smiles="C=N.CCN" lumo_ev=1.18
C -0.57441 -0.75072 -0.42169
C -0.50276 -1.40397 -1.79545
N 0.65171 -0.84891 0.32098
H 0.79346 -1.73264 0.79478
H 1.38392 -0.30739 -0.13431
H -1.38578 -1.18591 0.16690
H -0.84646 0.41689 -0.48960
H -0.16241 -2.43470 -1.68486
H -1.47758 -1.48783 -2.27195
H 0.21902 -0.89299 -2.43175
C 0.08115 1.93687 1.40320
N 1.30521 2.22497 1.31362
H 1.63191 2.94571 1.95600
H -0.33304 0.93701 1.46879
H -0.78395 2.58359 1.80534

Record 12
15
Properties=species:S:1:pos:R:3 method="wB97M-V/def2-TZVPD" total_energy_ha=-229.74714 homo_energy_ha=-0.3105 relative_energy_ev=1.6902 smiles=NCCCN lumo_ev=1.10
N 1.71333 0.01216 -1.87857
C 1.15628 0.58889 -0.65103
C -0.11793 -0.20307 -0.28921
C -0.75969 0.18760 1.15787
N -1.71390 -0.78672 1.49656
H 1.25833 0.03777 -2.75311
H 2.01162 -0.81656 -1.59285
H 0.87045 1.62732 -0.76332
H 1.87809 0.34097 0.11953
H -0.74322 0.00926 -1.13461
H -0.03369 -1.33318 -0.22557
H -1.19555 1.10034 0.79401
H 0.08871 0.41363 1.99614
H -1.78910 -0.66759 2.50856
H -2.62374 -0.51080 1.21557